94
Properties=species:S:1:pos:R:3 method="wB97M-V/def2-TZVPD" homo_ev=-4.15 total_charge=-1 lumo_ev=1.2967
Br 3.25 -5.54 0.03
S -0.14 1.09 -0.21
P 3.78 -3.23 -0.59
F 0.87 1.59 -1.32
F 0.78 -0.79 1.33
F -1.34 1.66 -1.11
F -0.05 2.54 0.48
F 3.17 1.42 0.10
F -0.32 -0.30 -0.94
F -1.24 0.68 0.89
F 1.39 1.19 1.93
F 3.34 -0.42 1.24
O -5.58 0.72 -2.41
O 5.93 -6.64 -1.24
O 3.43 5.05 -0.49
O -1.37 6.27 4.17
O -7.55 1.66 -2.97
O -0.55 -4.64 1.18
O -13.61 -0.53 -3.97
O 4.47 3.79 -2.05
O 2.45 4.72 -2.47
O -5.77 2.94 -2.46
O 3.61 2.46 3.38
O -0.94 8.26 3.19
O -11.82 0.74 -3.46
O 5.98 -8.65 -2.28
O -11.65 -1.47 -3.41
O 1.29 -3.85 2.22
O 4.88 4.24 3.72
O -0.22 6.34 2.26
O 2.72 4.27 4.36
O 5.48 -8.54 -0.10
O -0.74 -3.75 3.21
C 3.54 4.45 -1.70
C 5.81 -7.81 -1.20
C 1.47 5.34 -1.64
C -10.55 0.47 -2.85
C -0.85 7.07 3.20
C -4.50 2.67 -1.85
C 5.19 -9.87 -0.51
C -1.87 -4.93 1.61
C 2.72 -0.66 -1.03
C -0.12 4.98 2.74
C 5.77 3.21 3.29
C 4.82 2.21 2.65
C 5.96 -9.99 -1.81
C 1.23 0.37 0.89
C -10.31 -0.97 -3.27
C -1.26 4.91 3.73
C 2.63 0.17 0.22
C -12.48 -0.43 -3.64
C -2.07 -3.93 2.74
C 0.13 -4.06 2.20
C 2.31 5.94 -0.52
C 3.65 3.70 3.87
C 4.04 -1.43 -1.15
C -4.25 1.23 -2.26
C -6.41 1.76 -2.65
H 4.11 -9.96 -0.65
H 0.85 4.84 3.21
H 0.91 6.09 -2.21
H 4.31 -1.46 -2.22
H 4.72 -3.17 0.52
H -2.20 4.62 3.27
H 2.63 0.04 -1.87
H -3.75 3.37 -2.22
H 2.73 -2.84 0.32
H 4.79 -3.76 -1.47
H -0.22 4.29 1.91
H -9.80 -1.04 -4.23
H 6.28 2.80 4.16
H -3.74 1.16 -3.22
H 4.87 -0.92 -0.64
H 5.48 -10.64 -2.54
H 1.91 -1.40 -1.07
H -1.92 -5.96 1.96
H -2.57 -4.79 0.79
H 2.66 6.94 -0.76
H 5.52 -10.57 0.25
H -9.77 -1.55 -2.53
H -3.70 0.66 -1.52
H -4.60 2.79 -0.77
H 6.99 -10.32 -1.65
H 4.64 2.42 1.59
H -1.06 4.26 4.58
H 6.51 3.61 2.60
H -10.65 0.58 -1.77
H -9.79 1.15 -3.22
H 1.80 5.95 0.44
H 5.13 1.18 2.76
H -2.45 -2.97 2.38
H 2.77 -3.36 -1.67
H 0.78 4.58 -1.28
H -2.71 -4.30 3.54

---

18
Properties=species:S:1:pos:R:3 method="wB97M-V/def2-TZVPD" e_above_lowest_ev=6.470 homo_ev=-10.04 lumo_ev=0.6179
O 3.03 -1.39 -0.82
O 2.01 -0.21 0.77
O 1.50 1.81 -0.77
N -1.00 0.76 0.05
C -0.95 -1.55 1.25
C 2.48 -0.39 -0.48
C -2.13 1.03 0.02
C 2.23 0.79 -1.42
C -2.09 -1.91 1.51
H 1.78 0.40 -2.34
H 1.54 0.65 0.81
H 0.60 1.89 -1.13
H -2.77 -2.48 2.09
H -2.87 1.80 -0.12
H 3.21 1.20 -1.70
H -3.19 -0.92 0.72
H 0.08 -1.29 1.21
H -3.45 -0.20 0.32

---

29
Properties=species:S:1:pos:R:3 method="wB97M-V/def2-TZVPD" homo_ev=-6.84 total_charge=-1 lumo_ev=1.9687
O 0.82 1.64 4.07
O 0.15 -3.76 -1.85
O 0.09 1.40 1.75
O -1.50 -3.25 -0.46
O 0.13 3.55 2.72
O 0.24 -3.14 -4.01
O 0.68 4.68 0.85
O 0.55 0.73 6.11
O -2.29 1.07 5.48
O 0.64 2.01 -0.34
O 0.11 -1.79 -0.90
O -1.47 1.91 3.56
N -0.87 0.41 -2.36
C 0.10 1.19 5.10
C 0.43 3.66 1.43
C -0.55 -2.98 -1.00
C 0.86 -2.95 -2.78
C 0.68 -1.55 -2.17
C -1.37 1.37 4.77
C 0.41 2.27 0.81
C 0.01 -0.49 -3.06
B -0.11 2.12 3.03
H 1.90 -3.21 -2.87
H 0.82 0.07 -3.52
H 0.87 -3.46 -4.66
H -0.65 0.50 -1.38
H -1.83 0.16 -2.51
H -0.55 -0.96 -3.85
H 1.68 -1.20 -1.96

---

8
Properties=species:S:1:pos:R:3 method="wB97M-V/def2-TZVPD" e_above_lowest_ev=2.106 homo_ev="-7.70 / -9.19" s_squared=2.009 multiplicity=3 lumo_ev="-1.3340 / -2.3291"
S -2.71 0.46 -0.34
O -3.28 -0.60 0.51
O 2.69 -0.42 -0.88
N -0.68 0.02 -0.14
N 0.54 0.40 -0.37
C 1.95 0.14 -0.16
H 2.18 0.76 0.85
H -0.69 -0.77 0.52

---

82
Properties=species:S:1:pos:R:3 method="wB97M-V/def2-TZVPD" e_above_lowest_ev=0.263 homo_ev="1.98 / -0.14" s_squared=6.043 total_charge=-2 multiplicity=5 lumo_ev="4.2109 / 4.2078"
Os -0.11 -0.12 3.44
Cl -2.36 0.28 3.84
Cl 0.09 -1.77 1.91
P 0.34 -0.64 -1.02
N 0.57 -0.58 4.95
C -1.22 -3.06 -0.84
C -0.04 1.10 6.66
C 1.71 -0.25 -2.33
C -2.96 2.12 -3.19
C 2.96 -0.57 -4.53
C 0.94 -4.59 -2.17
C 1.42 -0.84 7.28
C -0.01 -2.40 -1.53
C -1.58 -4.34 -1.61
C 0.74 1.56 3.41
C -1.22 0.13 -1.82
C 3.22 0.94 -4.62
C -1.31 1.58 -1.32
C -0.99 -1.23 6.73
C 0.73 4.05 2.84
C 3.13 1.64 -3.26
C -1.54 3.62 1.26
C -1.44 0.07 -3.34
C 0.20 2.73 2.72
C -0.94 4.88 1.27
C -2.62 2.26 -1.70
C 0.20 5.09 2.08
C 1.19 -3.34 -1.33
C -0.39 -5.29 -1.81
C -0.93 2.54 1.90
C 1.73 -0.97 -3.69
C 1.85 1.27 -2.50
C 0.23 -0.37 6.45
C -2.79 0.69 -3.71
H 1.73 -2.06 -3.56
H 1.60 -1.91 7.12
H -1.39 -0.96 -3.71
H -0.47 2.18 -1.71
H 1.56 4.20 3.52
H -2.31 2.79 -3.76
H -0.34 1.29 7.71
H 0.98 1.66 -3.06
H -0.24 -5.90 -0.90
H 1.23 -0.67 8.35
H -2.56 3.33 -1.44
H 0.90 -4.32 -3.23
H 1.27 -3.60 -0.26
H -0.64 -6.00 -2.60
H 2.14 -2.87 -1.62
H -2.50 3.47 0.75
H -2.03 -0.45 -1.35
H 2.59 -0.62 -1.76
H 4.21 1.11 -5.05
H 2.49 1.39 -5.31
H -3.99 2.46 -3.36
H 1.77 -5.29 -2.05
H 1.85 1.76 -1.51
H -0.75 -2.29 6.61
H -2.38 -4.86 -1.07
H -0.84 1.46 6.01
H 0.65 6.08 2.13
H 3.15 2.73 -3.41
H -1.35 5.69 0.68
H -3.44 1.83 -1.10
H -0.23 -2.30 -2.60
H 0.82 -0.73 -4.26
H -1.31 -1.07 7.77
H -3.60 0.06 -3.31
H -1.21 1.59 -0.24
H -0.65 0.64 -3.85
H -0.94 -3.32 0.19
H 2.32 -0.29 6.99
H -1.32 1.51 1.81
H -2.90 0.69 -4.80
H -1.98 -4.06 -2.60
H -1.83 -0.97 6.08
H 4.00 1.38 -2.64
H 3.84 -1.07 -4.12
H 1.67 1.78 3.96
H -2.08 -2.38 -0.78
H 0.87 1.68 6.47
H 2.83 -0.97 -5.55

---

21
Properties=species:S:1:pos:R:3 method="wB97M-V/def2-TZVPD" e_above_lowest_ev=2.216 homo_ev=-14.10 total_charge=+1 lumo_ev=-3.3844
N 0.73 -0.24 -1.10
N -0.03 1.33 0.46
C 0.78 0.94 -0.50
C -0.16 -1.50 -0.93
C -1.12 -0.04 2.11
C 0.30 2.48 1.28
C 0.38 -2.48 -2.06
C -1.10 0.60 0.91
H -0.07 -1.79 0.10
H -0.44 3.33 1.55
H -2.04 0.69 0.43
H 1.20 -0.30 -1.91
H -0.21 -0.11 2.77
H -0.27 -2.51 -2.86
H -1.15 -1.23 -0.96
H -2.05 -0.45 2.39
H 1.62 1.53 -0.83
H 0.76 2.18 2.20
H 1.09 3.04 0.68
H 1.36 -2.05 -2.24
H 0.44 -3.43 -1.49

---

93
Properties=species:S:1:pos:R:3 method="wB97M-V/def2-TZVPD" homo_ev="-8.34 / -8.41" s_squared=2.008 multiplicity=3 lumo_ev="0.5400 / 0.3257"
I 1.69 3.06 -2.04
I 2.96 0.19 -0.28
Si 1.51 1.32 2.48
Si -1.10 0.10 2.04
F 0.77 0.83 6.73
F 1.96 -1.57 4.50
F 1.11 -1.29 7.19
O 5.40 -1.32 -2.12
O -6.21 0.75 -0.66
O 0.46 0.05 2.58
N -7.10 0.55 0.24
N 6.68 -1.39 -2.03
N -1.14 -0.17 0.36
C -9.39 -0.42 0.56
C -7.63 2.88 0.93
C -8.30 -0.51 -1.63
C 7.89 -2.22 -4.55
C 2.08 -0.43 5.21
C -3.08 -1.66 0.09
C 1.80 1.66 0.65
C 1.35 -0.30 6.32
C 3.11 0.55 4.77
C -1.05 -1.75 -1.44
C -6.98 1.56 1.34
C 3.14 0.94 3.28
C -9.07 1.70 -0.76
C 7.16 -3.22 -3.65
C 1.33 2.72 0.00
C -9.05 2.72 0.39
C 7.31 -0.35 -2.91
C 8.74 -0.02 -2.44
C 6.22 -3.72 -1.39
C 6.53 0.95 -2.79
C 7.15 -2.80 -2.17
C 8.54 -2.99 -1.56
C -8.45 0.35 -0.38
C -1.72 -1.12 -0.25
C 7.33 -0.81 -4.37
C 0.49 3.80 0.63
C -7.62 1.04 2.64
C -5.51 1.78 1.66
H -9.41 3.68 0.02
H 3.05 1.42 5.42
H -0.95 -0.99 -2.22
H 7.62 -4.20 -3.73
H -1.62 1.46 2.33
H -3.61 -1.05 0.81
H 6.13 -3.32 -4.00
H 0.88 2.52 3.07
H -7.26 1.64 3.48
H -7.01 3.36 0.17
H -8.88 -1.28 1.00
H 3.71 0.21 2.70
H -5.02 0.83 1.91
H -7.63 3.55 1.80
H 7.04 1.73 -3.35
H 6.61 -4.74 -1.43
H -3.67 -1.70 -0.83
H -3.00 -2.70 0.44
H -9.81 0.19 1.36
H 7.90 -0.09 -4.95
H 5.21 -3.73 -1.80
H 8.78 0.11 -1.36
H 7.77 -2.52 -5.59
H 1.12 4.50 1.18
H 4.06 0.06 5.01
H 6.31 -0.79 -4.76
H 8.61 -2.50 -0.59
H 8.97 -2.23 -4.35
H -0.30 3.39 1.26
H 9.48 -0.76 -2.73
H -1.86 -0.91 2.81
H 9.06 0.92 -2.90
H 6.46 1.28 -1.74
H -8.70 1.11 2.66
H -0.01 4.38 -0.15
H 9.35 -2.63 -2.18
H -9.73 2.42 1.18
H -7.33 0.01 2.83
H 6.16 -3.42 -0.34
H -1.63 -2.58 -1.86
H -5.41 2.44 2.52
H -7.73 -0.02 -2.41
H -8.53 2.12 -1.61
H -10.24 -0.79 -0.02
H -9.30 -0.73 -2.03
H 8.73 -4.06 -1.41
H 5.51 0.86 -3.18
H -10.10 1.53 -1.09
H -0.04 -2.06 -1.17
H 3.71 1.87 3.20
H -7.82 -1.46 -1.39
H -4.97 2.23 0.83

---

86
Properties=species:S:1:pos:R:3 method="wB97M-V/def2-TZVPD" e_above_lowest_ev=2.570 homo_ev="-7.24 / -7.11" s_squared=6.034 multiplicity=5 lumo_ev="-0.9950 / -1.0898"
Fe -0.38 2.28 1.75
P 2.65 0.04 -1.31
P -1.09 0.58 -2.77
N 4.29 0.43 -2.04
N -1.16 1.76 -4.27
N 2.83 -1.64 -1.69
N -2.25 -0.50 -3.49
C 4.67 1.78 -1.97
C -0.98 -2.50 2.96
C 0.52 2.22 4.47
C -1.78 -0.11 0.65
C 0.46 -0.35 -3.32
C 6.32 0.63 -3.06
C 0.73 -0.84 0.99
C -2.32 2.69 2.26
C -1.45 3.69 -5.44
C -2.54 -0.39 7.65
C 2.84 -2.24 -2.97
C 1.04 2.41 5.83
C 2.71 -2.65 -0.73
C -0.98 1.47 -5.62
C 2.72 -3.61 -2.79
C 0.05 -1.50 3.32
C -1.19 2.63 -6.36
C -0.80 1.09 6.72
C 1.74 0.41 -2.91
C -3.02 -0.61 6.34
C 2.59 -3.85 -1.39
C -3.58 -0.65 -3.02
C -1.50 3.11 -4.16
C -1.45 0.47 7.82
C -2.12 -1.28 -4.63
C 0.84 -0.80 2.49
C -4.26 -1.50 -3.86
C -2.41 -1.05 1.36
C -0.33 -0.09 0.20
C 0.35 1.88 6.91
C -3.34 -1.89 -4.89
C -1.81 -2.38 1.67
C -2.45 0.02 5.24
C 5.93 1.92 -2.55
C -1.32 0.86 5.37
C 5.28 -0.26 -2.75
C -0.62 1.47 4.26
H 2.51 0.23 -3.71
H -5.30 -1.79 -3.78
H -2.38 0.69 0.18
H -1.22 -2.75 0.81
H 6.51 2.83 -2.59
H -1.18 2.72 -7.44
H 7.23 0.40 -3.60
H -3.00 2.30 3.06
H -2.01 3.70 2.64
H 0.40 -1.39 -2.99
H 0.23 -1.37 4.39
H -2.85 -0.10 4.24
H -2.63 -3.10 1.80
H 2.77 -4.35 -3.58
H 2.39 -4.78 -0.90
H -0.75 0.47 -5.96
H -3.00 2.97 1.43
H -0.29 -0.47 -0.85
H 1.54 -0.03 2.88
H -1.68 -2.49 3.81
H 1.07 2.71 3.64
H 2.99 -1.66 -3.88
H -3.85 -1.29 6.21
H 0.78 -1.87 0.67
H -0.53 -3.50 2.91
H 0.68 2.05 7.94
H -3.90 -0.08 -2.16
H 5.17 -1.31 -2.99
H 1.96 2.99 5.97
H -1.08 0.65 8.82
H 1.56 1.50 -2.85
H -2.98 -0.90 8.51
H -3.58 -2.48 -5.76
H -1.58 4.74 -5.67
H -3.42 -0.89 1.78
H 1.70 -0.40 0.68
H 4.01 2.51 -1.53
H -1.18 -1.33 -5.18
H 0.43 -0.35 -4.41
H -1.78 3.53 -3.21
H 0.03 0.96 0.07
H 2.81 -2.42 0.33

---

5
Properties=species:S:1:pos:R:3 method="wB97M-V/def2-TZVPD" e_above_lowest_ev=2.952 homo_ev="-17.98 / -17.25" total_charge=+1 lumo_ev="-8.3241 / -8.3947" smiles="N=[N+]=N"
N 0.24 -0.18 0.30
N 0.13 -0.98 -0.49
N -0.03 1.18 0.89
H 0.75 1.55 1.31
H 0.31 -2.02 -0.54

---

19
Properties=species:S:1:pos:R:3 method="wB97M-V/def2-TZVPD" e_above_lowest_ev=3.267 homo_ev=-12.46 total_charge=+1 lumo_ev=-3.0677
P -2.58 0.24 -0.21
N -2.03 -1.27 -0.18
N -0.35 0.72 0.68
C 1.76 0.18 -0.26
C 2.66 -0.48 0.77
C 3.12 -0.18 -0.69
C 0.61 0.88 -0.33
H -3.62 0.07 -1.01
H -1.96 0.94 -1.13
H 3.06 -1.04 -1.43
H 3.72 0.68 -0.93
H -1.30 -1.41 0.44
H -2.59 -2.04 -0.42
H 2.93 0.09 1.74
H 0.33 1.74 -0.98
H -0.08 0.26 1.45
H -0.57 1.66 0.91
H -3.02 0.90 0.85
H 2.68 -1.51 0.98